[1]
9
Properties=species:S:1:pos:R:3:lowdin_charge:R:1 method="wB97M-V/def2-TZVPD" energy_ha=-375.39949 homo_lumo_gap_ev="10.8 / 7.8" total_charge=+3 s_squared=8.784 spin_multiplicity=6
C -0.43549 0.66118 0.36047 0.35
C -1.61172 0.60663 -0.26663 0.36
H -2.20163 1.51728 -0.41944 0.18
H -0.00729 1.46449 0.96523 0.17
H -1.98491 -0.31856 -0.71381 0.17
O 1.93173 -0.91812 -0.13240 -0.02
C 0.87375 -0.94801 0.44479 -0.31
O 0.25974 -1.66793 1.16328 0.44
Rh 3.17583 -0.39695 -1.40148 1.66

[2]
29
Properties=species:S:1:pos:R:3:lowdin_charge:R:1 method="wB97M-V/def2-TZVPD" energy_ha=-5918.45943 homo_lumo_gap_ev="5.8 / 6.0" total_charge=+3
Sn 0.31638 -0.17851 -0.24530 1.21
Br 3.21949 -0.37095 0.64372 0.73
C 2.59086 -0.32436 2.45723 -0.85
Br 0.62169 -0.12549 2.53656 0.71
H 2.99084 0.54841 2.95965 0.04
H 2.82344 -1.26366 2.94696 0.04
N -2.14296 -0.06401 0.27151 -0.01
C -3.02912 1.04504 0.00595 -0.19
C -4.31062 0.78376 -0.37989 0.06
C -5.24070 1.83895 -0.51921 0.11
C -4.84882 3.17510 -0.29994 0.04
C -3.56254 3.44428 0.05454 0.06
C -2.57787 2.40152 0.17526 -0.03
C -1.20761 2.81764 0.33865 -0.15
C -0.89764 4.02680 0.99171 0.05
C 0.39482 4.54646 1.02234 0.04
C 1.42661 3.90211 0.36111 0.04
C 1.17642 2.69168 -0.31819 -0.10
C -0.07623 2.14837 -0.19650 -0.19
H -2.53719 -0.90250 -0.15812 0.12
H -2.15021 -0.27400 1.27229 0.11
H -4.65559 -0.23265 -0.52889 0.15
H -6.27428 1.61249 -0.75472 0.16
H -5.57002 3.97056 -0.43464 0.15
H -3.25124 4.47348 0.16033 0.14
H -1.68022 4.57014 1.50703 0.14
H 0.57563 5.48931 1.52329 0.15
H 2.42105 4.33177 0.33035 0.15
H 1.97355 2.25846 -0.91289 0.11

[3]
11
Properties=species:S:1:pos:R:3:lowdin_charge:R:1 method="wB97M-V/def2-TZVPD" energy_ha=-268.23360 homo_lumo_gap_ev=9.4 relative_energy_ev=4.670
C 0.97860 0.08304 0.16031 -0.34
C 2.37864 -0.11872 -0.27154 -0.07
C -3.22160 0.65766 0.30855 -0.03
O 0.45171 1.11329 0.51438 0.02
O -2.91164 1.54728 -0.55651 -0.05
H 2.27585 -0.04187 -1.37398 0.09
H 3.10807 0.72367 -0.12187 0.09
H 2.91267 -0.96940 0.21276 0.09
H -3.94185 -0.04988 -0.31107 0.02
H 0.34200 -0.80778 0.29214 0.12
H -2.61389 2.30712 -0.10236 0.06

[4]
44
Properties=species:S:1:pos:R:3:lowdin_charge:R:1 method="wB97M-V/def2-TZVPD" energy_ha=-2857.02802 homo_lumo_gap_ev="3.1 / 3.1" total_charge=+2
Pt -0.23942 0.22350 0.33675 0.79
N -1.73644 -2.45378 -2.87421 0.23
C -1.18956 -1.80943 -1.85253 -0.52
O -0.97093 -0.59227 -1.88795 -0.14
C -0.88728 -2.60983 -0.60755 -0.16
C 0.07283 -1.85910 0.29644 -0.26
H -1.98970 -1.96242 -3.71795 0.13
H -1.89946 -3.44681 -2.84553 0.14
H -0.48808 -3.59443 -0.87592 0.14
H -1.83643 -2.77409 -0.08762 0.14
H 1.09126 -1.87644 -0.12461 0.07
H 0.06124 -2.28914 1.30109 0.06
C 1.10776 2.66449 2.20676 -0.18
C 1.89200 3.09469 3.49817 -0.12
N 2.22129 1.90104 4.21746 -0.19
C 1.04765 1.18112 4.60430 -0.12
C 0.35000 0.67875 3.28840 -0.16
N 1.08251 1.21315 2.14822 -0.25
C 2.44150 0.69576 2.12732 -0.13
C 3.13377 1.07603 3.48451 -0.12
H 1.59712 3.05721 1.31445 0.12
H 0.08512 3.04250 2.23909 0.09
H 1.27604 3.74162 4.12348 0.13
H 2.80612 3.62854 3.23998 0.13
H 0.38430 1.83702 5.16768 0.13
H 1.32366 0.33861 5.23805 0.13
H -0.68673 1.02346 3.25369 0.12
H 0.36150 -0.41226 3.24842 0.11
H 2.97873 1.13488 1.28530 0.13
H 2.42330 -0.38825 2.00340 0.12
H 4.05860 1.62255 3.30255 0.13
H 3.36452 0.18380 4.06626 0.13
C -1.11007 5.66283 -0.40403 -0.31
S -0.96575 5.32666 -2.18268 1.02
C -1.77128 3.81532 -2.49143 -0.87
C -1.80238 2.62640 -1.77912 -0.96
S -1.08325 2.37403 -0.25459 0.75
S -2.66526 1.31457 -2.55518 1.02
C -3.05293 2.14745 -4.02751 -1.39
S -3.86259 1.40510 -5.25561 0.79
S -2.51370 3.80285 -4.07338 1.05
H -0.19465 6.16954 -0.11121 0.06
H -1.23877 4.74766 0.15831 -0.03
H -1.95632 6.32838 -0.26000 0.07

[5]
34
Properties=species:S:1:pos:R:3:lowdin_charge:R:1 method="wB97M-V/def2-TZVPD" energy_ha=-2643.09277 homo_lumo_gap_ev=5.6 total_charge=+3
C -3.32986 2.37354 0.87024 0.02
C -2.15514 1.82447 0.14713 -0.40
O -1.06691 1.62946 0.94066 -0.11
C 0.14972 2.36484 0.75171 -0.08
C 0.90711 1.92093 -0.44080 -0.12
O 2.14639 1.17627 -0.29826 -0.01
C 2.15881 0.12168 -1.05826 -0.14
Ga 1.31891 -1.25058 0.37099 0.76
C -0.66973 -1.46134 -0.01386 -0.21
C -1.23044 -1.73872 -1.32331 -0.26
N -2.35827 -1.30296 -1.76232 -0.17
C 2.84391 -2.76524 0.09178 -0.11
O 2.54226 -3.56476 1.08208 -0.06
O 3.74788 -3.99382 1.73168 0.15
H -4.25347 2.28521 0.33332 0.10
H -3.38691 1.85504 1.80502 0.12
H -3.09839 3.39772 1.08709 0.12
H -1.89456 2.46245 -0.73875 0.13
H -2.44392 0.75094 -0.22742 0.01
H 0.70712 2.23866 1.65520 0.16
H -0.06070 3.41128 0.64296 0.15
H 1.19071 2.77721 -1.01924 0.16
H 0.25749 1.30267 -1.02334 0.05
H 3.12781 -0.22898 -1.34337 0.12
H 1.51790 0.22657 -1.91973 0.11
H 1.36290 -0.84178 1.87318 0.03
H -1.10883 -0.53156 0.26248 0.01
H -1.03814 -2.18478 0.69627 0.11
H -0.68114 -2.35936 -2.00333 0.13
H -2.90321 -0.86726 -0.95331 0.07
H 3.80504 -2.29918 0.19347 0.12
H 2.70149 -3.15544 -0.91079 0.14
H 3.52412 -3.98488 2.67853 0.16
Hf -2.32993 0.41172 -2.17773 1.77

[6]
179
Properties=species:S:1:pos:R:3:lowdin_charge:R:1 method="wB97M-V/def2-TZVPD" energy_ha=-3044.77474 homo_lumo_gap_ev=8.8 relative_energy_ev=1.630
C 0.12121 3.03158 -4.12829 -0.11
O -0.77345 2.07540 -4.65436 -0.18
C -0.09953 0.87153 -4.97814 -0.23
C -1.09961 -0.11569 -5.58445 -0.40
C -2.12696 -0.52915 -4.52743 -0.05
N -0.39065 -1.33171 -6.00587 0.05
H -0.49947 3.85301 -3.75686 0.08
H 0.82858 3.40384 -4.87383 0.10
H 0.61810 2.72273 -3.19763 0.06
H 0.77349 1.03392 -5.62809 0.12
H 0.38356 0.41371 -4.10197 0.10
H -1.61435 0.32553 -6.43809 0.14
H -1.65361 -1.03170 -3.68255 0.06
H -2.76475 -1.29397 -4.98060 0.08
H -2.73232 0.34001 -4.28076 0.08
H -0.23229 -1.93064 -5.18691 0.04
H 0.49678 -1.08758 -6.42970 0.07
C -3.69949 -2.76159 6.10067 -0.10
O -2.55066 -2.04836 5.71052 -0.17
C -1.51714 -2.87444 5.24892 -0.23
C -0.40337 -2.04283 4.65960 -0.42
C -0.72162 -1.36168 3.32940 -0.06
N 0.77966 -2.85640 4.41163 0.03
H -3.35712 -3.52725 6.81028 0.09
H -4.29900 -3.22989 5.31737 0.06
H -4.36305 -2.10996 6.66775 0.09
H -1.09808 -3.41279 6.11238 0.13
H -1.81610 -3.61145 4.48979 0.13
H -0.11864 -1.30413 5.42247 0.14
H 0.09761 -0.72023 3.00921 0.05
H -1.57383 -0.69554 3.51265 0.07
H -0.96220 -2.02703 2.50364 0.05
H 0.91299 -3.69131 4.97379 0.08
H 1.64699 -2.33976 4.55456 0.03
C 2.02438 -2.44982 -3.85835 -0.12
O 0.67926 -2.81423 -3.68453 -0.24
C 0.49784 -4.22888 -3.71039 -0.18
C -1.00448 -4.52294 -3.70421 -0.42
C -1.74746 -3.99406 -2.47161 -0.06
N -1.25538 -5.97436 -3.88210 0.04
H 2.13487 -1.36838 -3.86036 0.06
H 2.39840 -2.79218 -4.83426 0.10
H 2.64762 -2.92753 -3.09498 0.07
H 0.91537 -4.62677 -4.64149 0.13
H 1.02082 -4.65384 -2.84445 0.12
H -1.39266 -3.97574 -4.56928 0.13
H -1.57524 -2.93639 -2.28493 0.04
H -1.56580 -4.63906 -1.60580 0.08
H -2.80824 -4.17765 -2.67289 0.08
H -0.74332 -6.40753 -3.10829 0.07
H -2.21443 -6.11072 -3.56692 0.06
C -2.85065 -2.09324 0.50267 -0.10
O -4.19720 -2.44557 0.72206 -0.17
C -4.58032 -2.65199 2.05094 -0.23
C -5.92986 -3.36436 2.19386 -0.44
C -7.09357 -2.40855 1.97999 -0.06
N -6.10451 -4.02847 3.48315 0.03
H -2.55277 -1.11946 0.90760 0.09
H -2.82739 -2.02448 -0.58472 0.08
H -2.20112 -2.88411 0.89478 0.08
H -3.80254 -3.21128 2.59902 0.11
H -4.61211 -1.71767 2.63551 0.13
H -5.96988 -4.17439 1.45982 0.14
H -7.12994 -1.58803 2.69950 0.08
H -8.02189 -2.97553 1.98322 0.08
H -6.93631 -1.91378 1.01758 0.08
H -6.29828 -3.37099 4.23097 0.06
H -5.25253 -4.52292 3.73150 0.06
C 0.49075 4.67587 -0.75989 -0.10
O 1.84221 4.35941 -1.03216 -0.19
C 2.56405 5.52342 -1.40224 -0.21
C 4.05221 5.19985 -1.53636 -0.43
C 4.90721 6.33012 -2.06370 -0.07
N 4.24646 4.00365 -2.39473 0.05
H -0.03510 4.83196 -1.70988 0.08
H 0.39794 5.57852 -0.15145 0.10
H 0.01101 3.81883 -0.29078 0.05
H 2.18979 6.02458 -2.30495 0.13
H 2.44317 6.26490 -0.59772 0.12
H 4.43228 4.86386 -0.56418 0.13
H 5.97200 6.13469 -1.95470 0.08
H 4.66557 7.32286 -1.68125 0.08
H 4.74620 6.40408 -3.14696 0.08
H 3.47720 3.38272 -2.17021 0.04
H 4.08080 4.32880 -3.34853 0.07
C 1.73958 -7.52513 1.53482 -0.10
O 1.34791 -6.38953 0.77489 -0.19
C 1.38879 -5.17383 1.49803 -0.21
C 1.64666 -4.03802 0.49315 -0.39
C 2.87489 -4.28909 -0.38424 -0.06
N 1.93953 -2.77735 1.20359 0.05
H 0.96682 -8.28445 1.41772 0.09
H 1.81468 -7.30403 2.60223 0.08
H 2.70849 -7.92352 1.23045 0.09
H 0.43199 -5.01779 2.01064 0.12
H 2.18070 -5.14451 2.25569 0.12
H 0.80139 -3.91030 -0.18799 0.13
H 3.05119 -3.48460 -1.09762 0.05
H 2.77453 -5.20685 -0.96739 0.08
H 3.76851 -4.39929 0.23708 0.09
H 2.84158 -2.92030 1.66374 0.08
H 1.39683 -2.73612 2.07501 0.04
C -0.28322 2.49074 1.76410 -0.10
O -0.29390 3.20829 2.97654 -0.16
C -1.01303 2.52741 3.97945 -0.21
C -2.53783 2.72060 3.85062 -0.46
C -2.92858 4.18788 3.74817 -0.06
N -3.27385 2.04358 4.91858 0.04
H 0.26956 1.54806 1.83711 0.07
H 0.19752 3.09305 0.99674 0.05
H -1.28137 2.21259 1.41006 0.09
H -0.75855 1.45913 3.91687 0.09
H -0.75522 2.82267 5.00256 0.13
H -2.85265 2.31215 2.88368 0.12
H -4.00567 4.21718 3.92836 0.08
H -2.75311 4.62913 2.76988 0.07
H -2.41566 4.78812 4.50490 0.08
H -2.87064 1.10978 5.01631 0.06
H -3.00084 2.47953 5.80169 0.07
C 5.19523 2.57115 5.13347 -0.11
O 4.06090 2.17845 5.86756 -0.17
C 3.92934 0.77531 5.96527 -0.20
C 3.78750 0.04839 4.62416 -0.43
C 2.55308 0.51791 3.86074 -0.05
N 3.64320 -1.39099 4.87777 0.03
H 5.07794 2.34973 4.06770 0.08
H 6.11328 2.07130 5.46959 0.09
H 5.34934 3.64240 5.25110 0.09
H 4.77196 0.34002 6.51926 0.12
H 3.03590 0.61768 6.56961 0.13
H 4.58317 0.25231 3.90083 0.12
H 2.51605 0.07414 2.86158 0.07
H 2.52694 1.59378 3.69273 0.09
H 1.64501 0.21653 4.38800 0.07
H 3.95741 -1.93112 4.07603 0.08
H 4.29821 -1.67582 5.60427 0.08
C 4.04964 1.13224 -4.47096 -0.11
O 4.75201 1.30418 -3.25779 -0.19
C 4.17981 0.48842 -2.25581 -0.22
C 5.05761 0.46770 -1.02417 -0.41
C 4.35977 -0.17945 0.17962 -0.07
N 5.47971 1.84276 -0.67294 0.05
H 3.98500 0.06676 -4.70396 0.08
H 4.56739 1.68637 -5.25365 0.09
H 3.06032 1.60538 -4.42588 0.07
H 3.19352 0.91101 -1.99518 0.13
H 3.99437 -0.52129 -2.64471 0.11
H 5.89960 -0.20508 -1.21326 0.14
H 3.40346 0.29911 0.41250 0.06
H 5.02045 -0.25921 1.03863 0.07
H 4.01782 -1.18551 -0.10689 0.06
H 6.24234 1.74347 -0.00841 0.07
H 4.73833 2.21522 -0.08099 0.07
C -3.77997 3.50878 -1.46889 -0.12
O -3.89703 4.42341 -2.52310 -0.19
C -3.87513 3.83679 -3.81026 -0.21
C -4.49604 4.81369 -4.82384 -0.43
C -5.91217 5.22077 -4.38719 -0.05
N -4.59710 4.20438 -6.16301 0.03
H -4.64576 2.86182 -1.31211 0.09
H -3.66746 4.07504 -0.54062 0.08
H -2.85961 2.91346 -1.48048 0.07
H -2.82126 3.66495 -4.07270 0.11
H -4.36764 2.85638 -3.83806 0.13
H -3.81473 5.66289 -4.90094 0.14
H -5.84989 5.51833 -3.33984 0.07
H -6.56940 4.34847 -4.41240 0.08
H -6.31987 6.01656 -5.00376 0.08
H -3.74156 3.66181 -6.30836 0.07
H -5.28937 3.45986 -6.06507 0.06
C -0.27884 0.75232 -1.70706 -0.05
C 0.45201 -0.49392 -1.21765 -0.28
O 0.89430 -0.28262 0.12707 -0.12
H -0.69065 0.56920 -2.70043 0.03
H 0.37381 1.62021 -1.78957 0.06
H -1.07480 0.93523 -0.98411 0.08
H 1.31932 -0.73790 -1.84443 0.09
H -0.22804 -1.35477 -1.18937 0.10
H 1.24805 -1.13287 0.44300 0.02

[7]
9
Properties=species:S:1:pos:R:3:lowdin_charge:R:1 method="wB97M-V/def2-TZVPD" energy_ha=-385.65472 homo_lumo_gap_ev="8.1 / 6.1" relative_energy_ev=2.024 total_charge=+1 s_squared=0.758 spin_multiplicity=2
O -0.18867 0.49496 2.67858 0.25
H -0.09767 -1.02868 -1.28821 0.19
O 0.71298 0.79903 -0.75113 -0.06
C -0.30891 -0.01834 -0.77843 -0.33
C -0.89586 -0.48903 0.49701 -0.25
C -0.59287 0.07690 1.68269 -0.03
F -1.71885 -1.54799 0.50741 0.08
Cs 4.22227 1.38157 -1.08366 0.98
H -1.13242 0.33158 -1.46426 0.18

[8]
29
Properties=species:S:1:pos:R:3:lowdin_charge:R:1 method="wB97M-V/def2-TZVPD" energy_ha=-5387.62112 homo_lumo_gap_ev=7.5 relative_energy_ev=0.678
Au 0.22681 -0.46979 0.42487 1.26
Cl 2.24484 1.35113 2.42198 0.72
C 1.15163 2.21379 1.41025 -0.69
C 0.23288 1.51903 0.64216 -0.34
C -0.70336 2.22510 -0.10238 -0.69
Cl -1.78389 1.34981 -1.13987 0.69
C -0.74307 3.61437 -0.08114 -0.71
Cl -1.91834 4.46264 -0.99698 0.70
C 0.19586 4.30559 0.68204 -0.70
Cl 0.17292 6.01977 0.71100 0.71
C 1.14718 3.60754 1.42410 -0.70
Cl 2.29589 4.46248 2.36630 0.71
O 4.01188 -1.58030 -1.20391 -0.07
P 2.67446 -0.75199 -1.37800 0.22
O 2.83140 0.45314 -2.17237 -0.23
O 2.14513 -0.59058 0.08525 -0.43
O 1.61784 -1.79226 -2.01490 -0.26
P 0.56471 -2.87690 -1.43082 0.19
O -0.78186 -2.42136 -2.17558 -0.14
O 0.98396 -4.24452 -1.72015 -0.25
O 0.28129 -2.49151 0.03821 -0.42
H 3.88894 -2.44678 -0.79699 0.10
H -0.81642 -2.71460 -3.09328 0.09
Cl -4.89530 -1.75057 0.33249 0.66
C -3.65210 -2.45204 1.36809 -1.62
Cl -3.09927 -3.99900 0.75017 0.69
Cl -4.20909 -2.57573 3.03597 0.66
C -2.49245 -1.54798 1.33754 -0.28
N -1.57247 -0.87847 1.27596 0.12

[9]
62
Properties=species:S:1:pos:R:3:lowdin_charge:R:1 method="wB97M-V/def2-TZVPD" energy_ha=-10124.76985 homo_lumo_gap_ev=6.6 relative_energy_ev=0.000 total_charge=-1
Ca 0.64330 0.00602 -0.29482 1.34
N -0.99893 -0.34209 -2.30376 -0.03
C -0.12487 -0.45285 -3.49191 -0.19
C 1.23410 0.24481 -3.25767 -0.62
O 1.55754 1.16108 -4.03262 -0.04
N 1.89082 -0.25853 -2.22372 -0.11
C 3.16461 0.37124 -1.90096 -0.17
C 3.55988 0.18811 -0.42111 -0.67
O 4.69183 -0.19940 -0.13809 -0.01
O 2.65431 0.47804 0.46013 -0.27
H -1.85033 -0.87343 -2.44232 0.07
H -1.29934 0.62332 -2.20097 0.06
H -0.57378 -0.01828 -4.38859 0.10
H 0.05802 -1.51555 -3.67000 0.10
H 3.13204 1.44996 -2.10711 0.12
H 3.97754 -0.04740 -2.50066 0.11
Br -2.47642 2.96280 5.12844 0.75
C -1.46687 1.92522 3.91022 -0.67
C -0.23354 2.37471 3.48041 -0.08
C 0.44796 1.58039 2.56918 -0.10
N -0.03386 0.43189 2.11689 0.06
C -1.21968 0.00722 2.54049 -0.22
C -1.98345 0.72877 3.44961 -0.06
C -1.68646 -1.27611 1.95618 -0.19
C -2.66730 -2.04677 2.57631 -0.05
C -3.04268 -3.22910 1.97138 -0.67
Br -4.36846 -4.31356 2.77588 0.75
C -2.45069 -3.62771 0.78764 -0.09
C -1.47813 -2.79446 0.25685 -0.11
N -1.10132 -1.65586 0.81933 0.08
H 0.17971 3.31224 3.82105 0.11
H 1.41264 1.87307 2.16695 0.12
H -2.96417 0.40158 3.76008 0.10
H -3.11154 -1.74548 3.51299 0.10
H -2.72408 -4.54987 0.29701 0.10
H -0.97315 -3.05941 -0.66394 0.10
Br -0.51897 6.60749 -3.87702 0.71
C -1.40268 5.64093 -2.50488 -0.67
C -2.57667 6.15102 -1.97244 -0.21
N -3.25659 5.52769 -1.01684 0.06
C -2.77548 4.36659 -0.57631 -0.09
C -1.60072 3.79098 -1.04140 -0.10
C -0.88788 4.44685 -2.03615 -0.04
C -1.10757 2.46549 -0.48839 -0.66
O -1.93070 1.73170 0.09212 -0.01
O 0.10711 2.20378 -0.69575 -0.13
H -2.97730 7.09149 -2.33340 0.09
H -3.34303 3.85472 0.19119 0.11
H 0.02953 4.01579 -2.41561 0.12
N 2.63577 -1.88321 2.10985 0.14
C 2.47401 -2.82598 1.13303 -0.38
C 2.93145 -4.14845 1.29690 -0.03
C 2.75982 -5.04448 0.26899 -0.10
C 2.15462 -4.62783 -0.91507 -0.09
C 1.72877 -3.31609 -0.98364 -0.16
N 1.84298 -2.44440 0.01625 0.08
H 3.37360 -2.08969 2.76351 0.09
H 2.69873 -0.92928 1.72365 0.06
H 3.42680 -4.43554 2.21555 0.10
H 3.11426 -6.06285 0.37540 0.10
H 2.03757 -5.29213 -1.75967 0.09
H 1.28726 -2.90923 -1.88865 0.09

[10]
12
Properties=species:S:1:pos:R:3:lowdin_charge:R:1 method="wB97M-V/def2-TZVPD" energy_ha=-306.32576 homo_lumo_gap_ev=10.0 relative_energy_ev=4.913
C -1.04349 -0.08223 -0.43728 -0.03
C 0.48361 -0.27271 -0.50243 -0.19
C 0.09796 1.10953 -0.08880 -0.39
O 0.03169 1.54445 1.15753 -0.11
C 1.03331 -1.09594 0.62243 -0.22
O 0.38377 -1.39384 1.59512 0.07
H -1.46861 -0.79966 0.26953 0.12
H -1.02618 0.86491 0.60922 0.20
H -1.59358 0.08979 -1.35632 0.11
H 0.94391 -0.40863 -1.47939 0.14
H 0.05924 1.82621 -0.92400 0.16
H 2.09838 -1.38190 0.53441 0.13